No. 1
Computed, not measured: a molecular structure, C3H6NO at a distorted geometry, with ωB97M-V with the def2-TZVPD basis set.

Results
* relative energy (zero: lowest compared OMol25 entry of this formula, charge and spin): 59.1 kcal per mole
* molecular weight: 72.09 g/mol
* E: -247.52188 a.u.
* max |F|: 5.1 eV Å⁻¹
* highest occupied orbital energy: -14.356 eV
* net charge: +1

Each line ends with the Mulliken charge.
Positions of all 11 atoms, in Å:
C 1.06421 0.61989 0.45076  -0.387
C -0.11397 -0.41890 -0.01363  0.222
C -0.07992 0.51237 -1.19533  0.117
N -1.28894 -0.77382 0.65379  -0.514
O 0.93598 1.17383 -0.79036  -0.143
H 0.90984 1.43551 1.26716  0.274
H 2.03338 0.25080 0.56903  0.280
H 0.44795 -1.27375 -0.35191  0.307
H -0.65292 0.66262 -2.14811  0.350
H -2.16161 -0.78958 0.08429  0.242
H -1.09399 -1.39896 1.47431  0.253

No. 2
Computed, not measured: a molecular structure, C24H12Cl5N5V at a distorted geometry, with ωB97M-V with the def2-TZVPD basis set.

Results
* relative energy (zero: lowest compared OMol25 entry of this formula, charge and spin): 0.0 kcal per mole
* molecular weight: 598.60 g/mol
* E: -4440.39936 a.u.
* multiplicity: 3
* max |F|: 1.1 eV Å⁻¹
* highest occupied orbital energy (spin up / spin down): -11.613 / -11.656 eV
* net charge: +1

Each line ends with the Mulliken charge.
Positions of all 47 atoms, in Å:
V -0.00001 -0.95331 -0.46335  0.008
C 3.81992 -2.45680 -1.51939  -0.971
C 4.67400 -1.42654 -1.11170  -0.304
C 4.14715 -0.20425 -0.78339  -0.602
C 2.75851 0.00252 -0.83044  0.396
N 1.93586 -1.03546 -1.12700  0.081
C 2.47416 -2.22464 -1.51086  -0.193
N 2.35476 1.30851 -0.64178  -0.465
C 1.13727 1.71308 -0.62526  -0.270
N -0.00002 0.93884 -0.62951  0.246
C -1.13737 1.71311 -0.62523  -0.269
N -2.35486 1.30854 -0.64173  -0.465
C -2.75855 0.00246 -0.83047  0.399
C -4.14718 -0.20423 -0.78349  -0.607
C -4.67401 -1.42648 -1.11179  -0.300
C -3.81990 -2.45674 -1.51948  -0.971
C -2.47411 -2.22462 -1.51104  -0.194
N -1.93584 -1.03542 -1.12708  0.081
C -0.69618 3.12282 -0.60129  0.374
C -1.41934 4.29864 -0.59784  -0.222
C -0.69648 5.48752 -0.58849  -0.616
C 0.69654 5.48754 -0.58853  -0.612
C 1.41933 4.29862 -0.59794  -0.224
C 0.69606 3.12283 -0.60133  0.377
H 4.20037 -3.41604 -1.83731  0.416
H 5.74389 -1.58255 -1.08186  0.435
H 4.76858 0.63563 -0.51232  0.494
H 1.77083 -2.98647 -1.81454  0.519
H -4.76872 0.63560 -0.51246  0.495
H -5.74394 -1.58230 -1.08190  0.436
H -4.20039 -3.41595 -1.83740  0.415
H -1.77068 -2.98633 -1.81476  0.517
H -2.50041 4.29023 -0.60126  0.541
H -1.22314 6.43224 -0.58196  0.417
H 1.22326 6.43223 -0.58204  0.416
H 2.50039 4.29037 -0.60144  0.541
Cl -0.00001 1.05615 2.61949  -0.165
C 0.00000 -0.67274 2.72152  1.056
C -0.00002 -1.42705 1.55357  -0.880
C 0.00001 -2.79573 1.71236  1.687
Cl -0.00001 -3.73321 0.20898  -0.180
C 0.00003 -3.46234 2.92636  -0.739
Cl 0.00006 -5.17069 3.01363  -0.175
C 0.00005 -2.67237 4.07828  0.821
Cl 0.00008 -3.42473 5.61213  -0.146
C 0.00002 -1.27401 3.97806  -0.447
Cl 0.00003 -0.32649 5.40330  -0.153